[1]
Molecular formula: C4H9NO
Method: DFT, wB97M-V/def2-TZVPD

Computed properties:
Maximum force in eV/A: 1.59
SMILES: C=NCOCC
Calculated total energy in eV: -7829.2808
Net charge: 0
2S+1: 1
Lowest unoccupied orbital energy in eV: 0.8
ΔE to the lowest compared entry with this formula, charge and spin in eV: 3.0392

Structure (XYZ):
```
15
C4H9NO wB97M-V/def2-TZVPD
C 0.46 -1.55 1.85
C 0.69 -0.39 0.89
O 0.38 -0.84 -0.42
C -0.16 0.04 -1.35
N 0.16 1.46 -1.32
C -0.96 2.07 -1.40
H -0.59 -1.86 1.85
H 1.07 -2.42 1.55
H 0.75 -1.28 2.87
H 0.09 0.48 1.16
H 1.75 -0.09 0.92
H 0.18 -0.30 -2.32
H -1.88 1.68 -0.95
H -1.28 0.05 -1.49
H -1.05 3.01 -1.93
```

Atomic partial charges in e from the Mulliken method, atoms 1 to 8: number 1, C, carries -1.161; number 2, C, carries -0.150; number 3, O, carries -0.297; number 4, C, carries -0.281; number 5, N, carries -0.410; number 6, C, carries -0.317; number 7, H, carries 0.297; number 8, H, carries 0.282

[2]
Molecular formula: C2H4N2OS
Method: DFT, wB97M-V/def2-TZVPD

Computed properties:
Maximum force in eV/A: 5.52
Calculated total energy in eV: -17996.6067
Net charge: 0
2S+1: 1
Lowest unoccupied orbital energy in eV: -0.5
ΔE to the lowest compared entry with this formula, charge and spin in eV: 6.0526

Structure (XYZ):
```
10
C2H4N2OS wB97M-V/def2-TZVPD
C 0.83 -0.92 0.06
C -0.83 0.71 -0.25
H 1.47 1.63 1.52
H 2.69 0.67 -0.16
H 0.10 -1.74 0.34
H -0.93 1.81 -0.46
N 1.49 1.36 0.07
N 0.50 0.36 -0.19
O 1.97 -1.15 -0.07
S -2.06 -0.25 0.08
```

Atomic partial charges in e from the Mulliken method, atoms 1 to 8: number 1, C, carries 0.024; number 2, C, carries 0.051; number 3, H, carries 0.237; number 4, H, carries 0.385; number 5, H, carries 0.278; number 6, H, carries 0.328; number 7, N, carries -0.750; number 8, N, carries 0.293

[3]
Molecular formula: C21H18Cl2MoN3O3Se
Method: DFT, wB97M-V/def2-TZVPD

Computed properties:
Maximum force in eV/A: 7.42
Calculated total energy in eV: -124917.7677
Net charge: +1
2S+1: 3
Lowest unoccupied orbital energy (spin up / spin down) in eV: -6.3 / -5.6

Structure (XYZ):
```
49
C21H18Cl2MoN3O3Se wB97M-V/def2-TZVPD
Mo 0.08 0.90 1.56
C -2.36 -0.43 3.43
O -1.39 0.09 2.69
H -3.30 -0.69 2.92
H -2.74 0.17 4.27
H -2.14 -1.38 3.95
Se 2.31 -0.05 4.01
N 1.24 1.19 3.28
C 1.26 2.32 3.97
C 0.52 3.44 3.63
C 0.63 4.58 4.43
C 1.48 4.58 5.55
C 2.22 3.43 5.88
C 2.09 2.30 5.07
N 2.74 1.15 5.27
H -0.12 3.42 2.76
H 0.06 5.46 4.17
H 1.55 5.46 6.17
H 2.87 3.42 6.74
Cl 2.25 -3.58 -3.20
C 2.03 -2.07 -4.01
C 2.82 -1.84 -5.14
C 2.67 -0.67 -5.88
C 1.72 0.27 -5.48
C 0.93 0.04 -4.35
Cl -0.19 1.30 -3.93
C 1.07 -1.13 -3.58
N 0.26 -1.38 -2.45
C -1.13 -1.64 -2.39
C -1.88 -1.85 -3.56
C -3.26 -2.10 -3.51
C -3.91 -2.12 -2.28
C -3.18 -1.89 -1.11
C -1.79 -1.65 -1.14
C -1.14 -1.29 0.18
C 0.31 -1.65 0.46
O 0.81 -2.62 -0.18
O 0.88 -0.91 1.33
H 3.56 -2.58 -5.45
H 3.29 -0.48 -6.75
H 1.61 1.19 -6.05
H 0.72 -2.03 -1.77
H -1.39 -1.85 -4.53
H -3.81 -2.27 -4.43
H -4.98 -2.31 -2.23
H -3.71 -1.89 -0.16
H -1.70 -1.76 0.99
H -1.25 -0.20 0.30
H 1.40 1.62 0.55
```

Atomic partial charges in e from the Mulliken method, atoms 1 to 8: number 1, Mo, carries 0.751; number 2, C, carries -0.893; number 3, O, carries -0.558; number 4, H, carries 0.303; number 5, H, carries 0.351; number 6, H, carries 0.356; number 7, Se, carries 0.407; number 8, N, carries -0.322

[4]
Molecular formula: C6H6N2
Method: DFT, wB97M-V/def2-TZVPD

Computed properties:
Maximum force in eV/A: 8.92
SMILES: C#CC1=NN2C[C@@H]2C1
Calculated total energy in eV: -9291.7690
Net charge: 0
2S+1: 1
Lowest unoccupied orbital energy in eV: 0.5
ΔE to the lowest compared entry with this formula, charge and spin in eV: 6.9755

Structure (XYZ):
```
14
C6H6N2 wB97M-V/def2-TZVPD
C -3.34 -0.24 0.09
C -2.05 0.05 0.19
C -0.65 0.14 -0.18
C 2.02 -0.52 0.67
C 1.62 0.72 -0.09
C 0.30 1.32 -0.02
H -4.41 -0.03 0.00
H 3.19 -0.73 0.59
H 1.42 -1.13 1.49
H 2.48 1.33 -0.53
H 0.25 1.71 0.92
H 0.41 2.47 -0.43
N -0.10 -0.94 -0.18
N 1.43 -0.83 -0.68
```

Atomic partial charges in e from the Mulliken method, atoms 1 to 8: number 1, C, carries -0.352; number 2, C, carries -0.422; number 3, C, carries 0.853; number 4, C, carries -0.318; number 5, C, carries -0.075; number 6, C, carries -0.672; number 7, H, carries 0.352; number 8, H, carries 0.221

[5]
Molecular formula: C23H70N10O12
Method: DFT, wB97M-V/def2-TZVPD

Computed properties:
Maximum force in eV/A: 7.01
SMILES: NC(N)=O.NC(N)=O.NC(N)=O.NC(N)=O.NC(N)=O.CC(C)O.CC(C)O.CC(C)O.CC(C)O.CCO.CCO.CCO
Calculated total energy in eV: -64457.8235
Net charge: 0
2S+1: 1
Lowest unoccupied orbital energy in eV: 0.0
ΔE to the lowest compared entry with this formula, charge and spin in eV: 4.2665

Structure (XYZ):
```
115
C23H70N10O12 wB97M-V/def2-TZVPD
C -4.42 1.92 2.38
C -4.75 1.61 0.97
O -6.15 1.52 0.85
H -3.38 2.21 2.49
H -4.56 1.02 2.99
H -4.99 2.77 2.77
H -4.30 0.66 0.70
H -4.47 2.43 0.31
H -6.65 2.33 0.97
C -1.00 -1.87 -4.75
C -2.43 -1.65 -5.19
O -2.81 -0.24 -5.21
H -0.62 -2.87 -4.96
H -0.85 -1.72 -3.68
H -0.42 -1.13 -5.31
H -3.11 -2.16 -4.51
H -2.49 -1.99 -6.23
H -2.73 0.15 -4.33
C -1.39 2.25 -3.45
C -2.30 1.76 -2.41
O -2.54 0.43 -2.63
H -1.28 3.34 -3.49
H -1.59 1.97 -4.49
H -0.40 1.82 -3.40
H -3.24 2.28 -2.60
H -2.01 1.92 -1.37
H -1.75 0.06 -2.23
C -0.54 4.54 0.69
O 0.69 4.52 0.78
N -1.35 3.56 0.99
N -1.15 5.52 0.21
H -2.32 3.61 0.72
H -0.83 2.77 1.35
H -2.13 5.34 0.08
H -0.68 6.34 -0.15
C -4.19 -2.32 -1.14
O -5.05 -2.94 -0.60
N -4.18 -1.05 -1.22
N -3.14 -2.83 -1.75
H -3.47 -0.54 -1.73
H -4.89 -0.61 -0.64
H -2.91 -3.80 -1.92
H -2.61 -2.09 -2.19
C 2.26 -3.26 -3.51
O 1.73 -2.61 -2.64
N 3.44 -2.97 -3.98
N 1.70 -4.36 -3.95
H 3.73 -3.40 -4.85
H 4.01 -2.19 -3.68
H 2.07 -4.81 -4.78
H 0.76 -4.56 -3.66
C -0.97 -5.52 -1.64
O -0.63 -6.07 -2.69
N -0.41 -4.50 -1.08
N -2.08 -5.75 -1.06
H -0.72 -4.09 -0.21
H 0.41 -4.13 -1.56
H -2.19 -5.48 -0.10
H -2.63 -6.50 -1.45
C 5.24 -0.47 2.14
O 5.95 0.39 2.61
N 5.55 -1.76 2.10
N 4.03 -0.29 1.73
H 4.96 -2.47 1.69
H 6.47 -2.03 2.44
H 3.64 0.61 1.93
H 3.48 -0.93 1.17
C 3.17 3.24 -0.97
C 3.31 4.66 -1.41
C 2.31 5.24 -2.44
O 3.21 5.39 -0.23
H 2.15 3.07 -0.62
H 3.90 3.09 -0.17
H 3.24 2.48 -1.76
H 4.29 4.79 -1.88
H 1.38 5.68 -2.10
H 1.96 4.48 -3.14
H 2.74 6.03 -3.06
H 2.54 4.90 0.26
C -0.98 2.89 4.59
C 0.40 2.25 4.48
C 0.56 0.96 5.21
O 0.66 1.98 3.10
H -1.03 3.29 5.60
H -1.80 2.19 4.42
H -0.87 3.81 4.01
H 1.18 2.96 4.76
H 1.59 0.61 5.24
H -0.03 0.18 4.73
H 0.14 0.99 6.22
H 1.58 2.09 2.84
C 1.13 0.49 -0.23
C 0.09 -0.62 -0.17
C -1.27 -0.32 0.53
O -0.18 -0.81 -1.56
H 2.17 0.23 -0.45
H 1.10 0.94 0.76
H 0.96 1.28 -0.96
H 0.50 -1.55 0.22
H -1.85 -1.24 0.62
H -1.89 0.40 -0.01
H -1.04 0.01 1.54
H 0.63 -1.24 -1.84
C 1.92 -2.54 3.11
C 3.02 -3.05 4.03
C 2.58 -3.00 5.54
O 3.30 -4.43 3.94
H 1.63 -1.56 3.49
H 1.14 -3.30 3.08
H 2.26 -2.43 2.08
H 3.96 -2.50 3.99
H 2.12 -2.04 5.77
H 3.42 -3.17 6.21
H 1.83 -3.71 5.89
H 2.45 -4.83 4.16
```

Atomic partial charges in e from the Mulliken method, atoms 1 to 8: number 1, C, carries -0.751; number 2, C, carries 0.607; number 3, O, carries -0.591; number 4, H, carries -0.138; number 5, H, carries 0.389; number 6, H, carries 0.403; number 7, H, carries -0.382; number 8, H, carries 0.154

> Among the records above, which one has the lowest calculated total energy?

C21H18Cl2MoN3O3Se